[1]
{
  "formula": "C3H3Br",
  "method": "ωB97M-V/def2-TZVPD",
  "orbital_gap_ev": 7.691,
  "lumo_energy_ha": -0.030,
  "e_above_lowest_kcal_mol": 133.4,
  "species": ["C", "C", "C", "Br", "H", "H", "H"],
  "coordinates": [[0.496, 0.281, -0.048], [1.712, 0.672, -0.179], [-1.988, -1.191, -0.153], [-3.156, 0.176, 0.089], [2.374, -0.019, -0.694], [2.196, 1.582, 0.143], [-1.634, -1.501, 0.842]],
  "lowdin_charge": [0.12, -0.12, -0.56, 0.56, 0.06, 0.06, -0.11]
}

[2]
{
  "formula": "C2H3FIN",
  "method": "ωB97M-V/def2-TZVPD",
  "orbital_gap_ev": 10.013,
  "lumo_energy_ha": 0.007,
  "e_above_lowest_kcal_mol": 51.4,
  "species": ["C", "C", "N", "F", "I", "H", "H", "H"],
  "coordinates": [[0.778, 0.476, -0.183], [-0.467, -0.023, 0.514], [0.937, 1.711, -0.285], [2.111, 2.077, -0.855], [0.059, -0.446, 2.464], [1.487, -0.250, -0.314], [-1.448, 0.573, 0.447], [-0.499, -1.065, 0.075]],
  "lowdin_charge": [-0.31, -0.70, 0.03, -0.06, 0.83, 0.09, 0.09, 0.05]
}